[1]
This record from the OMol25 dataset describes a structure of composition C21H25CrN4O5P at a distorted geometry. The level of theory is wB97M-V/def2-TZVPD.

Output
- HOMO (spin up / spin down): -11.0 / -11.0 eV
- Total charge: +1
- Spin multiplicity: 2
- LUMO level (spin up / spin down): -4.80 / -4.51 eV

CARTESIAN COORDINATES (ANGSTROEM)
Cr (-0.940, 1.115, -0.548)
O (-3.379, 3.033, -0.487)
C (-2.333, 2.691, -1.238)
O (-1.187, 3.099, -1.016)
C (-2.676, 2.003, -2.546)
O (-1.797, 0.886, -2.658)
C (-2.496, -0.351, -2.753)
C (-3.123, -0.724, -1.360)
O (-3.978, -1.571, -1.297)
O (-2.615, -0.052, -0.405)
H (-3.111, 3.627, 0.235)
H (-2.483, 2.689, -3.384)
H (-3.728, 1.703, -2.528)
H (-1.754, -1.103, -3.030)
H (-3.279, -0.322, -3.517)
C (-1.796, 1.708, 3.536)
C (-0.605, 2.212, 4.052)
C (0.470, 2.376, 3.202)
C (0.353, 2.013, 1.858)
N (-0.809, 1.520, 1.379)
C (-1.852, 1.382, 2.196)
C (1.389, 2.130, 0.845)
C (2.663, 2.668, 1.054)
C (3.544, 2.759, -0.007)
C (3.159, 2.346, -1.273)
C (1.894, 1.810, -1.473)
C (1.001, 1.683, -0.427)
H (-2.663, 1.570, 4.158)
H (-0.525, 2.463, 5.098)
H (1.398, 2.780, 3.571)
H (-2.753, 0.985, 1.744)
H (2.960, 3.038, 2.023)
H (4.536, 3.153, 0.149)
H (3.846, 2.446, -2.099)
H (1.597, 1.484, -2.461)
C (1.278, -3.773, -1.233)
N (0.057, -3.770, -0.447)
C (0.387, -3.902, 0.956)
N (1.281, -2.841, 1.391)
C (2.490, -2.869, 0.586)
N (2.192, -2.718, -0.826)
C (1.705, -1.404, -1.156)
P (0.081, -1.008, -0.302)
C (-0.774, -2.630, -0.721)
C (0.651, -1.553, 1.413)
H (1.034, -3.654, -2.290)
H (1.776, -4.734, -1.091)
H (0.884, -4.865, 1.105)
H (-0.529, -3.876, 1.549)
H (2.984, -3.833, 0.733)
H (3.163, -2.071, 0.907)
H (1.562, -1.339, -2.240)
H (2.447, -0.656, -0.857)
H (-1.028, -2.648, -1.785)
H (-1.705, -2.709, -0.151)
H (-0.223, -1.587, 2.075)
H (1.359, -0.806, 1.790)

Here are the Mulliken charges for atoms 1 to 8, given in e: -0.91 -0.50 0.92 -0.55 -0.54 -0.39 -0.50 0.78

[2]
This record from the OMol25 dataset describes a structure of composition C16H25MnN5O6. The level of theory is wB97M-V/def2-TZVPD.

Output
- Energy relative to the best compared isomer or geometry (same formula, charge and spin): 0.0000 eV
- HOMO (spin up / spin down): -19.3 / -19.3 eV
- Total charge: +3
- Spin multiplicity: 5
- LUMO level (spin up / spin down): -12.10 / -11.29 eV

CARTESIAN COORDINATES (ANGSTROEM)
Mn (-0.648, -0.628, 0.957)
O (-0.456, -4.571, -0.461)
C (-0.677, -3.352, -0.104)
O (-0.054, -2.712, 0.738)
C (-1.822, -2.684, -0.815)
C (-2.655, -3.263, -1.758)
C (-3.667, -2.480, -2.300)
C (-3.811, -1.153, -1.893)
C (-2.932, -0.655, -0.949)
N (-1.967, -1.419, -0.428)
C (-2.880, 0.740, -0.376)
O (-3.716, 1.665, -0.714)
O (-1.995, 0.988, 0.443)
H (0.304, -4.974, 0.001)
H (-2.514, -4.294, -2.054)
H (-4.341, -2.895, -3.038)
H (-4.597, -0.544, -2.320)
H (-4.403, 1.416, -1.353)
C (1.642, 1.002, 2.328)
O (0.543, 0.032, 2.387)
C (0.052, -0.211, 3.746)
C (-0.798, -1.443, 3.629)
O (-1.709, -1.230, 2.501)
C (-3.040, -0.739, 2.871)
H (2.341, 0.761, 3.124)
H (1.238, 2.005, 2.452)
H (2.130, 0.876, 1.368)
H (-0.494, 0.673, 4.079)
H (0.909, -0.387, 4.396)
H (-1.376, -1.648, 4.528)
H (-0.201, -2.316, 3.368)
H (-3.448, -1.428, 3.606)
H (-3.649, -0.765, 1.973)
H (-2.971, 0.272, 3.267)
C (4.588, 1.610, -1.881)
C (3.513, 2.631, -2.238)
C (3.107, 3.479, -1.038)
C (2.303, 1.981, -2.913)
N (1.635, 0.999, -2.024)
C (0.742, 1.182, -1.070)
N (0.519, -0.008, -0.516)
N (1.300, -0.910, -1.169)
N (1.962, -0.308, -2.064)
H (5.478, 2.119, -1.514)
H (4.880, 1.007, -2.740)
H (4.255, 0.932, -1.088)
H (3.908, 3.298, -3.009)
H (2.741, 2.857, -0.212)
H (2.342, 4.216, -1.291)
H (3.968, 4.023, -0.652)
H (2.585, 1.415, -3.798)
H (1.544, 2.716, -3.183)
H (0.292, 2.123, -0.797)

Here are the Mulliken charges for atoms 1 to 8, given in e: 1.07 -0.37 0.30 -0.50 0.53 -0.74 -0.79 -1.03

[3]
This record from the OMol25 dataset describes a structure of composition C3H8O2S at a distorted geometry. The level of theory is wB97M-V/def2-TZVPD.

Output
- Energy relative to the best compared isomer or geometry (same formula, charge and spin): 3.4127 eV
- HOMO: -8.4 eV
- Spin multiplicity: 1
- LUMO level: 0.82 eV

CARTESIAN COORDINATES (ANGSTROEM)
C (-0.236, -0.485, 1.669)
C (0.749, 1.253, -0.165)
C (0.154, -0.180, 0.261)
O (1.048, 1.125, -1.571)
O (-1.380, -0.446, -0.679)
S (-1.088, -1.090, -2.118)
H (0.317, 0.339, 2.283)
H (-1.321, -0.418, 1.973)
H (-0.005, -1.399, 2.085)
H (0.273, 2.109, 0.175)
H (1.800, 1.268, 0.206)
H (0.771, -0.955, -0.273)
H (0.201, 1.184, -2.124)
H (-1.282, -2.306, -1.723)

Here are the Mulliken charges for atoms 1 to 8, given in e: -1.12 -0.62 0.48 -0.50 -0.43 -0.11 0.26 0.30

[4]
This record from the OMol25 dataset describes a cluster of 3 separate species, C21H50ClO12P3S in total at a distorted geometry. The level of theory is wB97M-V/def2-TZVPD.

Output
- Energy relative to the best compared isomer or geometry (same formula, charge and spin): 0.0000 eV
- HOMO: -8.1 eV
- SMILES: CCOCP(CCCCS(=O)(=O)Cl)COC.CCOP(=O)(OCC)OCC.CCOP(=O)(OCC)OCC
- Spin multiplicity: 1
- LUMO level: -0.08 eV

CARTESIAN COORDINATES (ANGSTROEM)
C (-2.025, -3.041, -0.807)
C (-0.524, -2.803, -0.551)
O (0.095, -3.927, 0.067)
C (0.544, -3.661, 1.375)
P (2.202, -2.778, 1.420)
C (2.026, -0.968, 0.982)
C (1.418, -0.012, 2.025)
C (-0.115, 0.049, 2.002)
C (-0.732, 1.204, 2.800)
S (-0.689, 1.005, 4.573)
O (-1.144, 2.215, 5.178)
O (0.591, 0.583, 5.043)
Cl (-2.013, -0.498, 4.993)
C (2.730, -2.940, 3.224)
O (1.760, -3.623, 4.002)
C (0.872, -2.741, 4.652)
H (-2.309, -2.442, -1.675)
H (-2.547, -2.680, 0.083)
H (-2.259, -4.094, -0.956)
H (0.002, -2.472, -1.452)
H (-0.468, -1.974, 0.161)
H (0.718, -4.631, 1.844)
H (-0.209, -3.156, 1.998)
H (1.514, -0.932, 0.017)
H (3.049, -0.628, 0.792)
H (1.768, 0.997, 1.776)
H (1.748, -0.257, 3.035)
H (-0.414, 0.207, 0.958)
H (-0.572, -0.907, 2.284)
H (-1.783, 1.278, 2.506)
H (-0.265, 2.161, 2.554)
H (3.010, -1.968, 3.652)
H (3.628, -3.559, 3.250)
H (0.561, -1.934, 3.979)
H (1.283, -2.325, 5.578)
H (-0.033, -3.295, 4.918)
C (1.205, 4.113, 5.621)
C (2.196, 5.209, 5.977)
O (3.105, 5.482, 4.903)
P (2.603, 6.441, 3.683)
O (2.170, 7.696, 4.351)
O (4.028, 6.934, 3.038)
C (4.292, 8.317, 2.791)
C (5.156, 8.898, 3.893)
O (2.442, 5.271, 2.574)
C (3.523, 4.374, 2.268)
C (3.366, 3.038, 2.965)
H (0.696, 4.335, 4.679)
H (0.456, 4.002, 6.403)
H (1.711, 3.155, 5.498)
H (1.664, 6.119, 6.263)
H (2.800, 4.906, 6.832)
H (3.366, 8.878, 2.681)
H (4.820, 8.377, 1.838)
H (4.754, 8.670, 4.879)
H (5.235, 9.982, 3.791)
H (6.162, 8.476, 3.847)
H (4.495, 4.803, 2.494)
H (3.483, 4.225, 1.188)
H (3.645, 3.106, 4.014)
H (4.021, 2.297, 2.501)
H (2.336, 2.685, 2.917)
C (-6.738, -3.528, -6.546)
C (-5.661, -4.308, -5.811)
O (-4.411, -4.276, -6.502)
P (-3.450, -2.959, -6.326)
O (-3.265, -2.911, -4.849)
O (-1.988, -3.568, -6.736)
C (-0.849, -3.306, -5.906)
C (-0.565, -4.414, -4.921)
O (-3.699, -2.347, -7.802)
C (-3.492, -3.125, -8.994)
C (-4.791, -3.655, -9.564)
H (-6.405, -2.513, -6.775)
H (-7.647, -3.471, -5.945)
H (-6.986, -4.008, -7.493)
H (-5.542, -3.923, -4.796)
H (-5.952, -5.356, -5.727)
H (-0.977, -2.369, -5.363)
H (-0.009, -3.172, -6.589)
H (-1.465, -4.678, -4.366)
H (0.204, -4.091, -4.216)
H (-0.218, -5.318, -5.423)
H (-2.787, -3.938, -8.839)
H (-3.039, -2.442, -9.713)
H (-5.147, -4.515, -9.000)
H (-4.638, -3.982, -10.594)
H (-5.571, -2.894, -9.542)

Here are the Mulliken charges for atoms 1 to 8, given in e: -1.29 0.81 -0.36 -0.41 -0.05 -1.25 0.20 -0.44

[5]
This record from the OMol25 dataset describes a cluster of 2 separate species, C3H4N2O2S2 in total at a distorted geometry. The level of theory is wB97M-V/def2-TZVPD.

Output
- Energy relative to the best compared isomer or geometry (same formula, charge and spin): 3.3444 eV
- HOMO: -9.1 eV
- Spin multiplicity: 1
- LUMO level: 0.20 eV

CARTESIAN COORDINATES (ANGSTROEM)
C (-3.278, 2.138, 0.396)
C (-4.002, -1.230, 0.003)
C (0.109, 0.352, 0.588)
N (-3.833, 1.133, 0.007)
N (-3.992, -0.116, 0.429)
O (-2.943, 3.236, 0.610)
O (-1.687, -0.634, -1.031)
S (-4.329, -2.739, -0.111)
S (-0.603, -1.221, 0.079)
H (0.639, 0.011, 1.483)
H (-0.625, 1.129, 1.085)
H (0.813, 0.856, -0.177)
H (-1.255, -0.727, -1.945)

Here are the Mulliken charges for atoms 1 to 8, given in e: 0.58 0.44 -0.67 -0.25 -0.05 -0.41 -0.46 -0.33

[6]
This record from the OMol25 dataset describes the molecule C7H16N2P2 at a distorted geometry. The level of theory is wB97M-V/def2-TZVPD.

Output
- Energy relative to the best compared isomer or geometry (same formula, charge and spin): 0.7316 eV
- HOMO (spin up / spin down): -6.8 / -6.8 eV
- SMILES: CC(C)N=C=[PH]=PNC(C)C
- Spin multiplicity: 1
- LUMO level (spin up / spin down): 0.05 / 0.05 eV

CARTESIAN COORDINATES (ANGSTROEM)
C (4.064, 1.247, -1.103)
C (3.498, 0.257, -0.077)
C (2.620, 1.056, 0.938)
N (2.738, -0.795, -0.706)
C (1.811, -1.504, -0.427)
P (0.427, -2.596, -0.229)
P (-0.442, -1.196, 1.097)
N (-1.052, 0.002, -0.017)
C (-2.441, -0.083, -0.199)
C (-3.302, 0.508, 1.046)
C (-2.928, -1.475, -0.629)
H (3.928, 0.804, -2.150)
H (3.544, 2.295, -1.032)
H (5.097, 1.504, -1.134)
H (4.347, -0.221, 0.484)
H (1.850, 1.531, 0.362)
H (3.336, 1.743, 1.430)
H (2.227, 0.227, 1.562)
H (-0.175, -2.203, -1.373)
H (-0.902, 0.905, 0.305)
H (-2.746, 0.490, -1.079)
H (-3.085, 1.547, 1.160)
H (-4.457, 0.404, 0.822)
H (-2.879, -0.006, 1.972)
H (-2.795, -1.633, -1.749)
H (-4.031, -1.543, -0.493)
H (-2.479, -2.277, -0.002)

Here are the Mulliken charges for atoms 1 to 8, given in e: -1.17 0.63 -1.38 -0.28 0.35 -0.21 -0.15 -0.29

Calculated molecular weight (g/mol), listed in the same order as above: 496.4; 438.3; 108.2; 655.1; 164.2; 190.2
Calculated energy (Eh), listed in the same order as above: -2796.03558; -2499.95266; -667.65552; -3615.45789; -1172.96748; -1068.38746